[1]
A structure of composition C18H31BrCl2FNOSb, computed with wB97M-V/def2-TZVPD.

Structure (XYZ):
```
56
Properties=species:S:1:pos:R:3:nbo_charge:R:1
C -1.63 -4.64 0.72 -0.6198
C -0.39 -3.76 0.50 -0.4535
C -0.14 -2.80 1.65 -0.1190
F -0.03 -3.55 2.85 -0.4254
Sb -1.68 -1.18 1.87 1.2469
C -0.52 -0.30 3.57 -0.8063
C -0.99 -0.81 4.92 -0.4486
C -0.67 0.08 6.10 -0.3875
Br -1.64 1.77 6.06 -0.0706
C -0.47 0.05 0.43 -0.8249
C -0.80 1.54 0.45 -0.2429
N -0.99 2.17 -0.88 -0.4690
C -2.39 2.25 -1.33 -0.2119
C -3.08 0.90 -1.30 -0.6220
C -0.29 3.35 -1.05 0.7075
C 1.21 3.24 -0.86 -0.7182
O -0.81 4.40 -1.40 -0.6276
H -2.00 -4.55 1.74 0.2241
H -2.44 -4.35 0.05 0.2104
H -1.41 -5.70 0.54 0.1898
H 0.50 -4.39 0.33 0.1789
H -0.52 -3.14 -0.39 0.2108
H 0.84 -2.32 1.50 0.1464
H -2.63 -1.84 0.51 -0.2790
H -2.60 -2.21 3.00 -0.2546
H -2.86 0.16 2.05 -0.2811
H -0.67 0.78 3.49 0.2030
H 0.55 -0.51 3.42 0.1941
H -0.50 -1.77 5.13 0.2185
H -2.07 -1.00 4.90 0.2111
H -0.94 -0.38 7.05 0.2018
H 0.39 0.35 6.14 0.2024
H -0.65 -0.37 -0.56 0.2106
H 0.58 -0.11 0.69 0.1984
H 0.02 2.07 0.94 0.1970
H -1.70 1.75 1.05 0.2046
H -2.37 2.64 -2.35 0.2004
H -2.94 2.98 -0.73 0.1820
H -2.59 0.20 -1.98 0.2020
H -4.11 1.03 -1.64 0.2030
H -3.11 0.47 -0.30 0.2366
H 1.56 3.88 -0.05 0.2238
H 1.68 3.55 -1.80 0.2339
H 1.50 2.21 -0.66 0.2235
Cl 1.82 3.01 -5.09 0.0274
C 2.87 1.67 -4.79 -0.0568
C 2.47 0.62 -3.96 -0.0732
Cl 0.92 0.62 -3.22 0.0652
C 3.34 -0.43 -3.73 -0.2174
C 4.60 -0.45 -4.31 -0.1962
C 4.99 0.60 -5.13 -0.2171
C 4.13 1.65 -5.37 -0.2236
H 3.02 -1.24 -3.08 0.2361
H 5.26 -1.28 -4.11 0.2153
H 5.97 0.59 -5.59 0.2143
H 4.42 2.48 -6.01 0.2261
```

Results
- Calculated total energy: -127046.5442 eV
- Charge: -1
- Lowest unoccupied orbital energy: 2.3 eV
- Gap between HOMO and LUMO: 6.344 eV

***

[2]
A structure of composition C10H13ClO3Tc in a non-equilibrium geometry, computed with wB97M-V/def2-TZVPD.

Structure (XYZ):
```
28
Properties=species:S:1:pos:R:3:nbo_charge:R:1
Cl -2.25 -1.63 0.12 0.1290
C 1.35 -2.06 -1.48 -0.2042
C 2.12 -0.84 -1.35 -0.1692
C 1.28 0.26 -1.71 -0.2619
H 3.18 -0.79 -1.08 0.3021
C -0.02 -0.27 -2.10 0.1267
C 0.05 -1.70 -1.96 -0.2238
H -0.80 -2.37 -2.11 0.2889
H 1.72 -3.08 -1.33 0.3070
H 1.57 1.32 -1.75 0.2903
C -1.20 0.52 -2.53 -0.6758
Tc 0.48 -0.86 0.28 0.3593
C 1.83 0.00 1.34 0.6378
C 0.25 -2.05 1.72 0.6062
O 2.66 0.46 2.01 -0.3073
O 0.12 -2.79 2.59 -0.2806
H -1.22 1.49 -2.03 0.2567
H -2.11 -0.03 -2.27 0.2542
H -1.17 0.69 -3.61 0.2997
C -0.74 1.99 2.66 -0.6629
C -1.31 1.04 1.67 -0.0598
O -0.53 1.08 0.41 -0.6933
H 0.26 1.70 2.98 0.2193
H -1.40 1.94 3.51 0.2779
H -0.74 3.00 2.26 0.2488
H -1.31 -0.01 2.02 0.1800
H -2.30 1.27 1.29 0.2338
H 0.21 1.73 0.45 0.5209
```

Results
- Calculated total energy: -31424.1088 eV
- Multiplicity: 4
- Energy relative to the best compared isomer or geometry (same formula, charge and spin): 13.2 kcal per mole
- Charge: +2
- <S²>: 3.7771
- Lowest unoccupied orbital energy (alpha / beta): -9.1 / -12.1 eV
- Gap between HOMO and LUMO (alpha / beta): 7.570 / 5.875 eV

***

[3]
A cluster of 2 separate species, CH3FS in total in a non-equilibrium geometry, computed with wB97M-V/def2-TZVPD.

Structure (XYZ):
```
6
Properties=species:S:1:pos:R:3:nbo_charge:R:1
C -0.02 -0.92 -1.70 -0.5570
S -0.65 -0.17 -0.29 0.0910
H 1.11 -0.52 -2.08 0.2335
H 0.00 -1.96 -1.17 0.2290
F 0.94 1.02 1.88 -0.5643
H 0.97 1.57 1.09 0.5679
```

Results
- Calculated total energy: -14635.2677 eV
- Energy relative to the best compared isomer or geometry (same formula, charge and spin): 55.6 kcal per mole
- Charge: 0
- Lowest unoccupied orbital energy: -1.6 eV
- Gap between HOMO and LUMO: 7.535 eV

***

[4]
An isolated molecule of C14H16N2O in a non-equilibrium geometry, computed with wB97M-V/def2-TZVPD.

Structure (XYZ):
```
33
Properties=species:S:1:pos:R:3:nbo_charge:R:1
C -1.10 2.80 2.23 -0.2189
C 0.32 2.98 2.24 -0.2830
C 1.18 2.19 1.45 0.2894
C 0.54 1.22 0.68 0.0531
C -0.82 0.98 0.68 -0.0125
C -1.68 1.78 1.46 -0.2408
C -1.01 -0.12 -0.22 -0.1042
C 0.22 -0.49 -0.69 0.1703
N 1.18 0.33 -0.11 -0.3481
C 2.63 0.30 -0.26 -0.2285
C 3.13 1.71 0.19 -0.0740
O 2.55 2.23 1.43 -0.4871
C 0.36 -1.59 -1.71 -0.4593
C -0.01 -2.94 -1.08 -0.2008
N -1.29 -2.93 -0.35 -0.6320
C -2.42 -2.20 -0.96 -0.2173
C -2.37 -0.70 -0.61 -0.4422
H -1.74 3.44 2.82 0.2141
H 0.75 3.73 2.88 0.2176
H -2.75 1.61 1.42 0.2109
H 2.92 0.09 -1.31 0.2166
H 3.03 -0.45 0.42 0.2001
H 4.23 1.66 0.31 0.2029
H 2.94 2.47 -0.58 0.1848
H 1.40 -1.64 -2.06 0.2135
H -0.29 -1.38 -2.56 0.2194
H -0.04 -3.64 -1.89 0.1855
H 0.78 -3.32 -0.45 0.1985
H -1.15 -2.59 0.58 0.3601
H -3.38 -2.62 -0.65 0.2019
H -2.38 -2.28 -2.07 0.1855
H -2.71 -0.14 -1.49 0.2131
H -3.05 -0.52 0.25 0.2114
```

Results
- Calculated total energy: -19804.7076 eV
- Energy relative to the best compared isomer or geometry (same formula, charge and spin): 16.0 kcal per mole
- Charge: 0
- Lowest unoccupied orbital energy: 0.7 eV
- Gap between HOMO and LUMO: 8.121 eV

***

[5]
A cluster of 2 separate species, C3H3N2P in total in a non-equilibrium geometry, computed with wB97M-V/def2-TZVPD.

Structure (XYZ):
```
9
Properties=species:S:1:pos:R:3:nbo_charge:R:1
C -1.28 0.63 -0.59 0.2133
C -0.09 0.40 1.48 0.2110
C -0.13 0.17 0.09 -0.4915
N -2.17 1.03 -1.19 -0.2351
N -0.04 0.55 2.62 -0.2502
P 1.44 0.24 -0.81 0.4334
H -0.79 -1.75 0.59 0.1124
H 1.00 -0.42 -1.96 0.0027
H 2.06 -0.85 -0.22 0.0039
```

Results
- Calculated total energy: -15423.3340 eV
- Energy relative to the best compared isomer or geometry (same formula, charge and spin): 91.8 kcal per mole
- Charge: 0
- Lowest unoccupied orbital energy (alpha / beta): -1.5 / -2.5 eV
- Gap between HOMO and LUMO (alpha / beta): 8.257 / 8.187 eV

***

[6]
A structure of composition C17H20MgN5O3P, computed with wB97M-V/def2-TZVPD.

Structure (XYZ):
```
47
Properties=species:S:1:pos:R:3:nbo_charge:R:1
Mg -0.05 -0.52 -0.29 1.7399
N 0.53 0.13 -4.62 -0.5154
C 0.50 -0.45 -3.43 0.3583
N -0.13 0.02 -2.38 -0.7469
C -0.88 1.20 -2.53 0.4128
N -1.66 1.63 -1.59 -0.3225
N -1.63 0.80 -0.51 -0.4465
C -2.63 0.72 0.28 0.1245
C -2.54 -0.35 1.30 0.1334
C -3.51 -0.50 2.27 -0.1910
C -3.40 -1.56 3.17 -0.1032
C -2.32 -2.41 3.07 -0.2228
C -1.39 -2.19 2.07 0.0777
N -1.49 -1.19 1.19 -0.6214
C -0.79 1.93 -3.78 -0.1710
C -1.42 3.17 -3.97 -0.1246
C -1.33 3.80 -5.19 -0.1866
C -0.62 3.22 -6.24 -0.1301
C 0.00 2.00 -6.08 -0.2496
C -0.09 1.37 -4.85 0.2283
H 1.02 -0.33 -5.37 0.4423
H 1.05 -1.38 -3.34 0.2117
H -3.52 1.33 0.18 0.2302
H -4.34 0.19 2.32 0.2516
H -4.15 -1.70 3.94 0.2553
H -2.19 -3.25 3.74 0.2568
H -0.53 -2.84 1.97 0.2132
H -1.98 3.61 -3.16 0.2520
H -1.81 4.76 -5.34 0.2467
H -0.57 3.72 -7.20 0.2474
H 0.55 1.54 -6.89 0.2377
C 3.74 0.43 3.39 -0.2584
O 2.88 0.74 2.25 -0.8197
P 2.29 -0.40 1.33 1.6136
O 1.71 0.56 0.12 -0.9490
C 2.45 1.64 -0.55 -0.2589
O 3.66 -1.04 0.78 -0.8187
C 3.69 -2.32 0.13 -0.2585
H 4.10 1.39 3.75 0.2260
H 4.57 -0.19 3.07 0.2044
H 3.15 -0.06 4.17 0.1974
H 2.48 1.41 -1.61 0.1929
H 3.45 1.68 -0.14 0.2261
H 1.92 2.56 -0.37 0.2191
H 4.56 -2.85 0.51 0.2295
H 3.79 -2.18 -0.94 0.1905
H 2.79 -2.90 0.36 0.1754
```

Results
- Calculated total energy: -46269.8721 eV
- Energy relative to the best compared isomer or geometry (same formula, charge and spin): 0.0 kcal per mole
- Charge: +2
- Lowest unoccupied orbital energy: -6.6 eV
- Gap between HOMO and LUMO: 7.666 eV